The following is a DFT calculation (ωB97M-V with the def2-TZVPD basis set) of C18H43N5O14 as an isolated structure in a non-equilibrium geometry.

Geometry as XYZ:
```
80
Properties=species:S:1:pos:R:3:lowdin_charge:R:1
C 0.0187 0.4042 5.8379 0.029
C 0.9989 0.5850 4.6734 -0.291
O 1.9254 1.3930 4.6446 0.159
N 1.0892 -0.6326 3.7062 0.136
H 1.8127 -1.3147 3.8837 0.186
H 0.2448 -1.1776 3.8061 0.152
C 1.3243 -0.2811 2.2185 -0.014
H 0.2224 1.0972 6.6543 0.110
H -0.1050 -0.6479 6.0948 0.096
H -1.0039 0.6498 5.5513 0.092
H 1.7070 -1.1632 1.7050 0.055
H 2.0518 0.5303 2.2002 0.098
H 0.3902 0.1578 1.8681 0.109
C -4.0113 0.7741 -3.8360 0.057
C -3.8000 0.6379 -2.3072 -0.231
O -4.4917 -0.0905 -1.5604 0.072
N -2.6424 1.4869 -1.7261 0.171
H -2.5579 2.3436 -2.2544 0.178
H -2.8375 1.8035 -0.7870 0.161
C -1.3044 0.7006 -1.8011 -0.061
H -3.1849 0.8779 -4.5392 0.104
H -4.5201 1.7024 -4.0958 0.108
H -4.5881 -0.1176 -4.0818 0.110
H -0.6127 1.4342 -1.3870 0.024
H -1.1557 0.3429 -2.8199 0.143
H -1.2342 -0.1592 -1.1348 0.066
C 1.5629 -2.8290 0.7632 0.049
C 0.4720 -1.8424 0.2571 -0.258
O -0.6987 -2.1320 0.3264 -0.011
N 0.9594 -0.5830 -0.4203 0.050
H 1.8791 -0.3251 -0.0921 -0.064
H 0.9913 -0.7753 -1.4113 -0.053
C -0.0433 0.5718 -0.2864 -0.117
H 2.4382 -2.3298 1.1788 0.100
H 1.8257 -3.3861 -0.1361 0.125
H 1.0956 -3.6361 1.3275 0.091
H -0.0355 1.0759 0.6800 0.042
H -1.0900 0.3249 -0.4643 -0.010
H 0.2364 1.3986 -0.9393 0.063
C -0.1323 3.0846 0.8321 0.048
C 0.6970 3.0760 -0.4405 -0.279
O 0.2113 3.0258 -1.5880 0.098
N 2.2118 3.1676 -0.1738 0.095
H 2.4199 4.1248 0.0722 0.176
H 2.5366 2.5946 0.5920 -0.008
C 3.0983 2.7246 -1.4314 0.098
H -1.1893 3.0784 0.5660 0.101
H 0.0108 3.9910 1.4204 0.124
H 0.0429 2.1148 1.2979 0.056
H 4.1627 2.8585 -1.2382 0.112
H 2.8015 3.3888 -2.2432 0.108
H 2.9336 1.6607 -1.6018 0.071
C -1.5598 -4.0754 0.7747 0.004
C -2.7490 -3.3043 0.1491 -0.364
O -3.1408 -3.6727 -0.9418 0.179
N -3.3755 -2.2038 0.9376 0.160
H -4.3549 -2.4131 1.0680 0.187
H -2.8994 -2.2135 1.8283 0.163
C -3.2071 -0.7845 0.2739 0.037
H -1.1932 -4.6296 -0.0894 0.127
H -2.0512 -4.6989 1.5216 0.101
H -0.7791 -3.5338 1.3088 0.053
H -3.5207 -0.7878 -0.7700 0.022
H -2.1526 -0.5090 0.2895 0.063
H -3.8487 -0.0305 0.7298 0.116
O 2.1962 0.1381 -1.8502 -0.056
C 2.8081 -1.0522 -2.0994 -0.716
O 3.1465 -1.3574 -3.2797 0.047
O 3.0071 -1.8715 -1.1799 0.033
H 2.1430 0.4394 -2.7601 0.094
O 4.1554 1.0285 0.9143 0.238
C 2.8349 0.7161 0.8360 -0.664
O 1.9216 1.5666 0.9637 -0.080
O 2.6590 -0.5113 0.7580 -0.055
H 4.0316 1.9805 0.9100 0.107
O 0.8869 0.1116 -3.7262 0.104
C 0.3537 -0.9841 -3.2281 -0.833
O 0.2231 -1.8719 -4.0376 0.127
O 0.0978 -1.1821 -2.0545 0.021
H 1.2338 -0.0527 -4.6061 0.163
```

Summary:
orbital gap	5.3	eV
HOMO energy	-11.76	eV
energy above the lowest of the compared OMol25 structures with the same formula, charge and spin	663.91	kcal/mol
E	-55431.2492	eV
LUMO energy	-6.51	eV
charge	+2
strongest force on any atom	11.8	eV Å⁻¹